Entry 1:
Formula: C33H69F3O15
Source: the OMol25 dataset
Level of theory: the ωB97M-V functional and the def2-TZVPD basis

Properties
HOMO-LUMO gap (alpha / beta): 8.379 / 1.832 eV
Spin multiplicity: 2
Total charge: +1

Structure (XYZ):
```
120
Properties=species:S:1:pos:R:3:forces:R:3:lowdin_spin:R:1
C 4.8087 -12.4228 -5.8170 0.7 1.0 1.4 0.000
C 4.7289 -10.8782 -5.7279 -1.7 -1.3 -0.1 0.000
O 3.5816 -10.6001 -6.5595 0.7 0.3 1.2 0.000
C 3.2946 -11.7164 -7.2540 -3.9 0.7 -4.4 0.000
O 2.4478 -11.8385 -8.1451 1.8 1.2 2.5 0.000
O 4.0578 -12.6948 -6.9617 1.9 -2.6 0.6 0.000
F 5.7961 -10.3039 -6.2979 1.3 0.7 -0.6 0.002
H 4.3531 -12.9041 -4.9516 -0.1 0.1 0.1 0.000
H 5.8516 -12.7381 -5.8503 -0.1 -0.1 -0.5 0.000
H 4.6316 -10.4544 -4.7284 -0.4 0.0 -0.1 0.000
C 1.2272 -10.6910 -3.0748 1.0 -1.1 0.7 0.000
C 2.1152 -11.6113 -2.2372 -4.9 -1.8 2.3 0.000
O 2.8317 -10.7227 -1.4904 0.7 -3.7 3.4 0.000
C 3.0738 -9.7512 -2.2294 4.8 7.3 -1.4 0.000
O 4.0254 -8.9329 -2.0183 -3.6 -2.8 -1.3 0.000
O 2.1932 -9.7008 -3.2176 1.5 2.8 -2.4 0.000
F 2.8860 -12.4747 -2.8764 1.4 -0.4 -1.3 0.000
H 0.4768 -10.1736 -2.4769 -0.7 -1.0 -0.1 0.000
H 0.9323 -11.1923 -3.9966 -0.2 0.6 0.0 0.000
H 1.5068 -12.2016 -1.5520 0.1 0.0 0.1 0.000
C 7.7212 -9.1730 -9.5060 -0.2 -0.4 -3.2 0.000
C 8.9852 -9.8318 -10.0553 -0.6 1.8 0.5 0.000
O 9.1072 -10.8607 -9.1381 -0.3 -2.3 0.9 0.000
C 7.8092 -11.2968 -8.8491 0.1 -1.6 -0.1 0.000
O 7.4807 -12.3353 -8.3254 1.0 2.1 -0.7 0.000
O 6.9859 -10.3810 -9.3770 -1.4 0.0 1.7 0.000
F 9.9816 -8.9795 -9.8778 2.0 1.0 0.4 0.000
H 7.1983 -8.5971 -10.2695 0.1 0.2 0.2 0.000
H 7.9098 -8.5535 -8.6292 -0.1 -0.5 0.3 0.000
H 9.0476 -10.1248 -11.1033 -0.6 -0.5 0.1 0.000
C 7.7274 -14.9235 -5.2763 -1.5 -0.3 1.5 0.000
C 7.8419 -14.7254 -3.7400 0.0 0.4 -1.1 0.000
O 7.3070 -13.3828 -3.4652 0.8 -1.1 0.6 0.001
C 7.7880 -12.8920 -2.1990 -0.5 0.3 -0.3 0.001
C 6.8250 -11.8592 -1.5659 -0.2 -0.3 0.0 0.000
H 6.6527 -14.8580 -5.4460 -0.1 0.5 -0.5 0.000
H 8.2750 -14.1474 -5.8110 0.0 -0.3 -0.1 0.000
H 7.9143 -15.9426 -5.6146 0.7 0.1 0.1 0.000
H 7.3211 -15.4452 -3.1084 -0.5 -0.1 -0.4 0.000
H 8.8853 -14.9140 -3.4875 0.4 0.9 0.4 0.000
H 7.9426 -13.7014 -1.4855 -0.4 -0.3 0.0 0.000
H 8.8061 -12.5554 -2.3946 0.1 0.7 0.2 0.000
H 5.7847 -12.1845 -1.5645 0.0 -0.6 -0.2 0.000
H 6.7211 -10.8625 -1.9948 0.6 0.0 -0.4 0.000
H 7.0257 -11.7239 -0.5031 0.4 0.0 0.0 0.000
C -0.8426 -12.1852 -9.5149 0.1 1.3 -0.9 0.000
C -0.4293 -13.6356 -9.4286 -0.7 0.5 0.7 0.000
O -1.5968 -14.3347 -9.0343 -0.1 -0.9 0.4 0.000
C -1.3598 -15.7340 -8.6893 0.4 1.9 -0.8 0.000
C -2.6002 -16.2130 -7.9772 0.3 0.0 -0.5 0.000
H -1.3238 -11.7803 -8.6247 -0.2 -0.4 0.1 0.000
H -0.0740 -11.4515 -9.7581 0.9 -0.5 0.4 0.000
H -1.4652 -11.9861 -10.3872 -0.7 -0.5 0.2 0.000
H -0.0519 -13.9843 -10.3898 0.2 -0.2 -0.1 0.000
H 0.3019 -13.7728 -8.6320 0.5 0.0 -0.1 0.000
H -1.1139 -16.1894 -9.6486 -0.4 -0.8 0.0 0.000
H -0.4300 -15.7975 -8.1241 0.0 0.0 0.5 0.000
H -2.8613 -15.5226 -7.1752 0.1 0.0 0.0 0.000
H -2.4541 -17.2090 -7.5591 -0.2 0.0 -0.1 0.000
H -3.3964 -16.1812 -8.7209 -0.2 -0.3 0.3 0.000
C 2.6276 -16.2615 -9.2551 1.9 -0.4 -0.5 0.000
C 4.1308 -15.7591 -8.9608 -2.1 -0.6 -1.7 0.000
O 4.6668 -15.4440 -10.2758 -1.1 -0.5 1.1 0.000
C 5.7268 -14.5389 -10.3404 1.0 -0.2 0.9 0.000
C 6.5438 -14.9608 -11.5516 0.1 0.6 -1.2 0.000
H 1.9949 -15.5598 -9.7987 0.1 0.4 0.6 0.000
H 2.7470 -17.0601 -9.9872 0.2 -0.2 -0.1 0.000
H 2.1538 -16.7646 -8.4122 -0.1 0.5 0.2 0.000
H 4.1078 -14.9274 -8.2566 0.3 0.2 -0.2 0.000
H 4.6836 -16.6194 -8.5835 0.2 0.1 0.3 0.000
H 5.3401 -13.5222 -10.2720 0.0 0.4 -0.8 0.000
H 6.3345 -14.5849 -9.4367 0.3 -0.4 0.3 0.000
H 7.5221 -14.5389 -11.7819 0.2 0.5 1.0 0.000
H 6.0310 -14.6472 -12.4610 -0.5 -0.5 -0.1 0.000
H 6.7205 -16.0361 -11.5759 -0.4 0.0 0.2 0.000
C 1.9564 -5.7406 -8.7036 -0.3 -1.1 0.1 0.000
C 3.0478 -6.6709 -9.2614 -1.2 0.7 0.0 0.000
O 4.3102 -6.1641 -9.0273 1.0 1.7 -0.2 0.001
C 5.2764 -6.9858 -8.4829 0.2 0.7 0.4 0.000
C 5.1292 -7.0539 -6.9789 -0.8 -1.6 0.1 0.000
H 1.7726 -4.8345 -9.2810 0.6 0.2 0.3 0.000
H 1.0124 -6.2814 -8.7703 -0.1 -0.2 -0.1 0.000
H 2.0995 -5.6162 -7.6302 0.2 0.6 -0.1 0.000
H 2.9735 -7.6382 -8.7646 -0.3 -0.4 -0.5 0.000
H 2.9357 -6.6612 -10.3456 -0.3 -0.9 -0.1 0.000
H 5.2327 -7.9704 -8.9484 0.1 -0.4 0.1 0.000
H 6.2312 -6.5111 -8.7093 0.2 -0.1 -0.3 0.000
H 5.9510 -7.6472 -6.5781 0.4 0.5 0.4 0.000
H 4.2965 -7.7253 -6.7693 -0.4 0.0 0.1 0.000
H 4.8677 -6.1279 -6.4668 0.7 0.1 -0.2 0.000
C -3.0969 -13.0873 -3.1481 0.5 -0.3 -0.1 0.000
C -2.2292 -14.0731 -3.9681 0.4 1.8 1.6 0.000
O -1.0050 -13.3651 -4.3419 -2.3 0.6 0.8 0.000
C -0.2752 -14.2188 -5.1009 1.8 -0.3 -2.8 0.000
C 1.0449 -13.4913 -5.5153 0.3 -1.4 1.6 0.000
H -3.2880 -12.1554 -3.6801 0.0 -0.2 -0.2 0.000
H -4.0490 -13.5195 -2.8400 0.0 -0.1 -0.2 0.000
H -2.5722 -12.8236 -2.2298 0.1 0.0 0.0 0.000
H -1.8364 -14.8368 -3.2968 -0.6 -0.6 -0.1 0.000
H -2.7897 -14.5020 -4.7988 0.4 0.1 -0.3 0.000
H -0.2306 -15.1955 -4.6191 0.9 -0.2 0.3 0.000
H -0.7769 -14.4346 -6.0442 -0.4 -0.1 -0.3 0.000
H 1.8886 -14.1018 -5.8369 -0.6 -0.7 -0.9 0.000
H 1.5149 -13.2677 -4.5576 -0.3 1.2 0.1 0.000
H 0.8993 -12.6824 -6.2313 -0.1 0.1 0.4 0.000
C 10.6578 -10.5259 -5.5904 -0.1 -0.1 0.1 0.022
C 9.5827 -9.4184 -5.4124 1.6 -1.7 0.5 0.091
O 9.2516 -9.2956 -4.0078 -0.6 0.5 -2.5 0.645
C 7.9637 -8.7438 -3.7549 -0.8 -0.7 2.9 0.067
C 7.7987 -7.3321 -4.1511 0.3 2.3 -1.6 0.050
H 11.2180 -10.3911 -6.5157 -0.6 0.0 -0.3 0.000
H 11.4658 -10.6376 -4.8673 -0.3 0.8 0.6 0.001
H 10.1678 -11.4988 -5.5510 -0.2 0.0 -0.4 0.005
H 9.9468 -8.4770 -5.8236 0.4 0.8 0.7 0.057
H 8.7432 -9.5746 -6.0898 -0.8 -0.2 0.6 0.021
H 7.1532 -9.3582 -4.1469 0.3 -0.4 -0.6 0.029
H 7.8526 -8.7819 -2.6712 0.3 -0.3 0.0 0.000
H 7.0438 -6.7542 -3.6179 -0.4 -0.8 0.4 0.003
H 7.5174 -7.2397 -5.2001 0.3 0.1 -0.1 0.001
H 8.6895 -6.7370 -3.9501 0.3 -0.2 -0.2 0.000
```
Forces are in eV/Å.

=====

Entry 2:
Formula: C33H71BI2N3O8Si2
Source: the OMol25 dataset
Level of theory: the ωB97M-V functional and the def2-TZVPD basis

Properties
HOMO-LUMO gap (alpha / beta): 8.220 / 8.920 eV
Spin multiplicity: 4

Structure (XYZ):
```
120
Properties=species:S:1:pos:R:3:forces:R:3:lowdin_spin:R:1
C 2.8722 3.8065 -3.2305 -0.1 -0.1 0.0 0.000
C 3.8385 4.1695 -4.3509 0.0 0.1 0.0 0.000
O 3.7747 3.2939 -5.4648 0.0 -0.1 0.0 0.000
C 4.5427 2.0945 -5.3495 0.1 0.0 0.1 0.000
Si 3.4808 0.6113 -4.9550 0.0 -0.3 -0.1 0.000
O 2.4896 0.1791 -6.1945 0.0 0.5 0.1 0.000
Si 1.0711 0.7692 -6.7740 -0.1 -0.1 -0.1 0.000
C -0.3261 0.0007 -5.7685 -0.1 0.2 0.0 0.000
I 0.0131 -2.1100 -5.8191 0.1 -0.2 -0.2 0.000
C -0.4434 0.6805 -4.3921 -0.1 0.1 -0.1 0.000
C -1.4854 1.7893 -4.4555 0.1 0.2 0.1 0.000
I -0.9139 -0.5927 -2.7355 0.0 -0.1 0.3 0.001
O 4.4694 -0.6710 -4.6908 0.1 0.0 0.2 0.000
B 4.4069 -1.6299 -3.7039 -0.3 0.2 0.0 0.000
O 5.5281 -2.3783 -3.4714 0.2 0.1 -0.5 0.000
O 3.2904 -1.7890 -2.9076 0.1 -0.5 -0.1 0.000
H 3.2818 3.0703 -2.5380 0.0 0.0 0.0 0.000
H 2.5897 4.6960 -2.6649 0.1 0.0 0.1 0.000
H 1.9611 3.3881 -3.6628 0.0 0.1 0.0 0.000
H 3.5979 5.1584 -4.7428 -0.1 0.0 -0.1 0.000
H 4.8705 4.2125 -3.9802 0.0 0.0 0.0 0.000
H 5.3040 2.1779 -4.5605 0.0 0.1 0.0 0.000
H 5.0969 1.9534 -6.2827 0.0 0.0 0.0 0.000
H 2.6638 0.8825 -3.7548 0.0 0.0 0.0 0.000
H 1.0008 2.2409 -6.6233 0.0 0.0 0.1 0.000
H 0.9278 0.4032 -8.1934 0.0 0.0 0.0 0.000
H -1.2750 0.1174 -6.2941 0.0 -0.1 0.0 0.000
H 0.5130 1.1038 -4.0865 0.0 -0.1 0.0 0.000
H -2.4557 1.3909 -4.7554 0.0 0.0 0.0 0.000
H -1.1700 2.5499 -5.1774 0.0 -0.1 -0.1 0.000
H -1.6008 2.2767 -3.4876 0.0 0.0 0.0 0.000
H 5.3408 -3.3002 -3.2948 -0.1 -0.1 0.5 0.000
H 2.4318 -1.8732 -3.3350 0.0 0.4 0.0 0.000
C -0.8218 3.0112 2.0055 0.1 -0.1 0.1 0.004
C -1.5046 3.5048 0.7196 0.2 -0.1 0.1 0.026
C -2.4849 4.6514 1.0127 0.0 0.1 -0.1 0.017
C -3.7538 4.2076 1.7326 0.0 0.0 0.0 0.001
C -4.4403 3.0738 0.9774 0.0 0.0 0.0 0.017
C -3.5128 1.8801 0.7154 0.1 -0.2 0.1 0.026
N -2.2649 2.3967 0.0483 -0.5 0.5 0.0 0.395
O -2.3947 2.5553 -1.2136 0.1 -0.2 -0.1 0.502
C -3.2093 1.1391 2.0205 0.1 0.0 0.0 0.003
C -4.1742 0.8871 -0.2354 0.0 0.1 0.0 -0.001
C -0.4241 3.9940 -0.2421 -0.1 0.0 0.0 -0.001
H 0.1940 3.4046 2.0583 0.0 0.1 0.0 0.000
H -1.3408 3.3312 2.9096 0.0 -0.1 0.0 0.000
H -0.7380 1.9269 2.0306 0.0 0.0 -0.1 0.002
H -2.7585 5.1192 0.0615 0.0 0.0 0.0 0.002
H -1.9527 5.4048 1.6001 0.0 0.0 0.0 0.002
H -3.5295 3.9059 2.7596 0.0 0.0 0.0 0.000
H -4.4361 5.0570 1.8065 0.0 0.0 0.0 0.001
H -5.3092 2.7106 1.5331 0.0 0.0 0.0 0.002
H -4.8057 3.4467 0.0155 0.0 0.0 0.0 0.002
H -2.4594 0.3637 1.8572 0.0 0.0 0.0 0.001
H -4.1294 0.6561 2.3530 0.0 0.0 0.0 0.000
H -2.8708 1.7835 2.8271 0.0 0.0 0.0 0.000
H -4.5014 1.3664 -1.1540 0.0 0.0 0.0 0.000
H -5.0404 0.4524 0.2667 0.0 0.0 0.0 0.000
H -3.4822 0.0860 -0.4979 0.0 0.0 0.0 0.000
H 0.2410 3.1755 -0.5233 0.0 0.0 0.0 0.000
H 0.1610 4.7611 0.2684 0.0 0.0 0.0 0.000
H -0.8510 4.4180 -1.1472 0.0 0.0 0.0 0.000
C 1.1326 -6.1220 -5.1521 -0.1 0.0 0.0 0.004
C 2.0621 -6.0673 -3.9227 -0.2 0.1 -0.2 0.025
C 3.3313 -6.9050 -4.1375 0.1 0.0 0.0 0.017
C 3.0911 -8.4102 -4.0913 0.0 0.0 0.0 0.001
C 2.3731 -8.8107 -2.8061 0.0 0.0 0.0 0.017
C 1.0663 -8.0383 -2.5825 -0.2 0.0 0.0 0.026
N 1.3708 -6.5685 -2.6864 0.6 -0.3 0.0 0.386
O 1.8385 -6.0713 -1.6042 -0.2 0.1 0.0 0.515
C -0.0003 -8.4800 -3.5871 0.0 0.0 0.0 0.003
C 0.5208 -8.3077 -1.1837 0.1 0.0 0.0 -0.001
C 2.4411 -4.6079 -3.6926 0.1 -0.1 0.0 -0.001
H 1.2411 -5.2019 -5.7273 0.0 0.0 0.0 0.000
H 1.3649 -6.9514 -5.8200 0.0 0.0 0.0 0.000
H 0.0875 -6.1998 -4.8606 0.0 0.1 0.0 0.002
H 4.0516 -6.6373 -3.3577 0.0 0.0 0.0 0.002
H 3.7711 -6.6125 -5.0953 0.0 0.0 0.0 0.002
H 2.5223 -8.7375 -4.9661 0.0 0.0 0.0 0.000
H 4.0520 -8.9257 -4.1438 0.0 0.0 0.0 0.001
H 2.1401 -9.8790 -2.8115 0.0 0.0 0.0 0.002
H 3.0323 -8.6294 -1.9520 0.0 0.1 0.0 0.002
H -0.8885 -7.8519 -3.5081 0.0 0.0 0.0 0.001
H -0.2869 -9.5047 -3.3472 0.0 0.0 0.0 0.000
H 0.3389 -8.4691 -4.6189 0.0 0.0 0.0 0.000
H 1.2624 -8.1006 -0.4175 0.0 0.0 0.0 0.000
H 0.2300 -9.3580 -1.1221 0.0 0.0 0.0 0.000
H -0.3563 -7.6902 -0.9873 0.0 0.0 0.0 0.000
H 1.5523 -4.0157 -3.4644 0.0 0.0 0.0 0.000
H 2.8867 -4.2258 -4.6153 0.0 0.0 0.0 0.000
H 3.1506 -4.4837 -2.8789 -0.1 0.0 0.1 0.000
C 0.3454 1.9805 8.1035 -0.1 -0.1 0.0 0.003
C -0.2735 3.0253 7.1533 0.2 -0.3 0.1 0.026
C -0.2854 4.4237 7.7872 0.0 0.1 0.0 0.017
C -1.3069 4.5825 8.9083 0.0 0.0 0.0 0.001
C -2.7015 4.1776 8.4403 0.0 0.1 0.0 0.017
C -2.7506 2.7636 7.8473 -0.1 -0.3 0.0 0.026
N -1.6881 2.6697 6.7835 -0.1 0.8 0.1 0.392
O -2.0581 3.1829 5.6695 0.0 -0.3 -0.2 0.508
C -2.5714 1.7093 8.9414 0.1 0.0 0.0 0.003
C -4.1021 2.5120 7.1846 0.0 0.1 0.0 -0.001
C 0.5619 3.0434 5.8773 0.0 0.1 -0.1 -0.001
H 1.3645 1.7630 7.7861 0.0 0.0 0.0 0.000
H 0.3901 2.3256 9.1363 0.0 0.0 0.0 0.000
H -0.2049 1.0426 8.0808 0.0 0.0 0.0 0.001
H -0.5013 5.1536 7.0008 0.0 0.0 0.0 0.002
H 0.7235 4.6355 8.1520 0.0 0.0 0.0 0.002
H -1.0122 3.9985 9.7847 0.0 0.0 0.0 0.000
H -1.3230 5.6254 9.2301 0.0 0.0 0.0 0.001
H -3.4161 4.2239 9.2664 0.0 0.0 0.0 0.002
H -3.0448 4.8830 7.6778 0.0 0.0 0.0 0.002
H -2.4881 0.7122 8.5071 0.0 0.0 0.0 0.001
H -3.4570 1.7290 9.5776 0.0 0.0 0.0 0.000
H -1.7086 1.8815 9.5782 0.0 0.0 0.0 0.000
H -4.3404 3.2806 6.4548 0.0 0.0 0.0 0.000
H -4.8713 2.5079 7.9587 0.0 0.0 0.0 0.000
H -4.1099 1.5449 6.6803 0.0 0.0 0.0 0.000
H 0.5407 2.0733 5.3786 0.0 0.0 0.0 0.000
H 1.5936 3.2709 6.1528 0.0 0.0 0.0 0.000
H 0.2230 3.7988 5.1732 -0.1 0.0 0.0 0.000
```
Forces are in eV/Å.

=====

no.,largest force on an atom (eV Å⁻¹)
1,8.9
2,0.8